Here is a molecular structure, C13H37O6PdS5 from OMol25. Energies are from the ωB97M-V functional and the def2-TZVPD basis.

Computed properties:
Net charge ... +1
Relative energy (zero: lowest compared OMol25 entry of this formula, charge and spin) ... 153.9 kJ/mol
HOMO energy (spin up / spin down) ... -9.5664 / -9.3739 eV
2S+1 ... 3
Max |F| ... 3.28 eV/Å
Molecular weight ... 556.2 g/mol
Orbital gap (spin up / spin down) ... 7.8 / 7.2 eV

Atoms and positions in Å:
Pd  22.8729  -18.3832  -7.1477
C  26.8811  -18.9029  -7.4427
C  26.1657  -17.7634  -6.6131
C  27.1293  -16.6199  -6.3633
O  24.9749  -17.4024  -7.2787
H  26.2406  -19.7848  -7.4337
H  27.8614  -19.1196  -7.0183
H  27.1161  -18.6024  -8.4638
H  25.8810  -18.2470  -5.6786
H  26.5879  -15.7812  -5.9258
H  27.6317  -16.1971  -7.2333
H  27.8661  -16.9663  -5.6385
C  19.8531  -15.7194  -9.6867
S  20.5037  -15.9852  -7.9572
O  21.8171  -16.7456  -8.1076
C  20.8765  -14.1936  -7.6811
H  19.4300  -16.6217  -10.1282
H  20.6752  -15.2715  -10.2450
H  19.1645  -14.8818  -9.5750
H  21.4519  -14.1117  -6.7589
H  19.9530  -13.6284  -7.5553
H  21.3812  -13.7699  -8.5494
C  24.9852  -20.0533  -11.0922
S  23.3724  -19.3676  -10.4973
O  23.3176  -19.5606  -8.9775
C  23.8208  -17.6120  -10.9265
H  25.1687  -19.5968  -12.0648
H  24.9248  -21.1407  -11.1373
H  25.7511  -19.8276  -10.3503
H  23.0109  -16.8836  -10.8871
H  24.3350  -17.6668  -11.8860
H  24.5515  -17.2794  -10.1892
C  20.8162  -15.8869  -3.7754
S  22.1413  -17.1847  -3.9522
O  22.2216  -17.3840  -5.4692
C  23.6154  -16.1551  -3.4928
H  20.5101  -15.7142  -2.7436
H  19.9482  -16.2976  -4.2911
H  20.9135  -14.9709  -4.3581
H  23.7563  -16.2644  -2.4174
H  23.4477  -15.0870  -3.6306
H  24.5443  -16.5021  -3.9453
C  21.1090  -21.2880  -8.8464
S  20.0467  -20.5085  -7.5355
O  20.8498  -19.2205  -7.2250
C  18.7179  -20.1759  -8.7795
H  21.2814  -20.7217  -9.7616
H  20.7176  -22.2352  -9.2178
H  22.1350  -21.4404  -8.5117
H  17.7871  -19.7916  -8.3624
H  18.5512  -21.0485  -9.4111
H  18.9607  -19.2913  -9.3682
C  24.2201  -20.5402  -3.2265
S  23.3031  -21.1149  -4.6891
O  22.9996  -19.8973  -5.5444
C  24.6290  -21.8905  -5.6610
H  24.4823  -21.4950  -2.7706
H  23.6040  -20.0229  -2.4910
H  25.1760  -20.0772  -3.4718
H  24.2339  -22.0639  -6.6620
H  24.8260  -22.8716  -5.2289
H  25.3948  -21.1274  -5.7997